(1)
This record from OMol25 describes a molecular structure, C5H12N2O. The level of theory is wB97M-V/def2-TZVPD.

The geometry in XYZ format:
```
20
Properties=species:S:1:pos:R:3
C 2.1590 0.6153 -0.3376
N 1.1868 -0.4196 -0.0135
O 1.4275 -0.9235 1.2895
H 0.9701 -0.3079 1.8868
H 1.0187 -1.2931 -0.8978
H 3.1696 0.2661 -0.1238
H 1.9294 1.5080 0.2487
H 2.0558 0.8768 -1.3887
C -0.7004 -0.1731 -1.6152
C -0.4917 0.1671 -0.1859
C -1.2677 -0.6830 0.7701
C -1.9638 -0.1922 1.7857
N -0.5428 1.5213 -0.1341
H -1.4391 1.9298 -0.3828
H -1.2199 -1.7511 0.5919
H -1.7353 -0.3259 -1.9076
H -0.1582 0.4482 -2.3156
H 0.1080 -1.2987 -1.7138
H -2.0529 0.8743 1.9438
H -2.4533 -0.8389 2.4997
```

The value obtained for the HOMO energy is -6.7 eV. For the energy relative to the best compared isomer or geometry (same formula, charge and spin), the calculation gives 8.196 eV. As for the total energy: -382.20133 Eh. The max |F| is 0.084 hartree/bohr. The value obtained for the orbital gap is 7.3 eV.

---

(2)
This record from OMol25 describes C3H3BrO2 in the gas phase. The level of theory is wB97M-V/def2-TZVPD.

The geometry in XYZ format:
```
9
Properties=species:S:1:pos:R:3
C -0.5135 1.0484 -0.0111
C 0.5174 -1.7255 -0.0016
C -1.2049 -0.0746 0.0078
O 1.4687 -1.0140 -0.0761
O -0.7682 -1.3736 0.0454
Br -3.1051 -0.1052 -0.0094
H -1.0202 1.9955 -0.0393
H 0.5621 1.0454 -0.0013
H 0.5539 -2.8260 0.0431
```

The value obtained for the HOMO energy is -9.8 eV. For the energy relative to the best compared isomer or geometry (same formula, charge and spin), the calculation gives 0.251 eV. As for the total energy: -2840.57610 Eh. The SMILES is C=C(Br)OC=O. The max |F| is 0.019 hartree/bohr. The value obtained for the orbital gap is 10.6 eV.

---

(3)
This record from OMol25 describes C23H32N2O3 in the gas phase. The level of theory is wB97M-V/def2-TZVPD.

The geometry in XYZ format:
```
60
Properties=species:S:1:pos:R:3
C -1.0817 -2.3191 6.5527
C -0.0590 -2.3725 5.4225
O -0.6202 -2.0654 4.1642
C -0.9594 -0.7602 3.8732
C -0.6238 0.3588 4.6133
C -1.0316 1.6124 4.1819
C -1.7592 1.7503 3.0181
C -2.0950 0.6416 2.2479
C -1.6959 -0.6178 2.6842
O -2.0262 -1.7314 1.9717
H -1.6830 -2.4936 2.4589
C -2.8226 0.7921 0.9331
N -1.9589 1.0491 -0.2101
C -1.2611 2.3178 -0.1585
C -0.6098 2.5668 -1.5224
N 0.3049 1.5073 -1.9193
C 1.6003 1.5566 -1.2544
H 1.6818 0.8121 -0.4527
C 2.7559 1.3521 -2.2515
C 2.8656 -0.0582 -2.7560
C 2.6564 -0.3578 -4.0957
C 2.7525 -1.6623 -4.5502
C 3.0583 -2.6859 -3.6706
C 3.2792 -2.3965 -2.3343
C 3.1888 -1.0926 -1.8836
H 3.3733 -0.8734 -0.8408
H 3.5265 -3.1891 -1.6427
H 3.1297 -3.7041 -4.0238
H 2.5849 -1.8792 -5.5952
H 2.4121 0.4346 -4.7881
H 3.6849 1.6198 -1.7402
H 2.6184 2.0360 -3.0904
H 1.7246 2.5427 -0.7990
C -0.3497 0.1974 -1.8439
C -1.0157 -0.0194 -0.4749
H -0.2353 -0.0719 0.3070
H -1.5522 -0.9687 -0.4729
C -1.3786 0.0128 -2.9682
H -2.1768 0.7461 -2.8640
C -0.7494 0.1125 -4.3588
H 0.0372 -0.6541 -4.4475
O -0.2198 1.3816 -4.6407
H 0.2611 1.6528 -3.8379
H -1.5051 -0.0828 -5.1258
H -1.8204 -0.9789 -2.8623
H 0.4312 -0.5600 -1.9764
H -1.3947 2.6355 -2.2782
H -0.0677 3.5151 -1.5141
H -0.4875 2.3349 0.6320
H -1.9834 3.1110 0.0484
H -3.5306 1.6231 0.9967
H -3.3725 -0.1270 0.7191
H -2.0843 2.7291 2.6991
H -0.7760 2.4816 4.7687
H -0.0515 0.2738 5.5234
H 0.7924 -1.7145 5.6346
H 0.3178 -3.3928 5.3060
H -0.6078 -2.6042 7.4877
H -1.8988 -3.0063 6.3466
H -1.4925 -1.3175 6.6543
```

The value obtained for the HOMO energy is -8.0 eV. For the energy relative to the best compared isomer or geometry (same formula, charge and spin), the calculation gives 2.759 eV. As for the total energy: -1230.84034 Eh. The SMILES is CCOc1cccc(CN2CCN(CCc3ccccc3)[C@H](CCO)C2)c1O. The max |F| is 0.013 hartree/bohr. The value obtained for the orbital gap is 8.6 eV.